# 1
{"formula": "C24H39AlClF2LiN4O16S2Si", "method": "wB97M-V/def2-TZVPD", "homo_ev": -6.2, "homo_lumo_gap_ev": 1.92, "lumo_energy_ev": -4.261, "charge": 0, "species": ["C", "Si", "C", "C", "O", "C", "O", "O", "C", "C", "C", "S", "H", "H", "H", "H", "H", "H", "H", "H", "H", "H", "H", "H", "H", "H", "H", "H", "F", "C", "C", "N", "C", "C", "N", "C", "C", "H", "H", "H", "H", "H", "H", "H", "H", "H", "H", "H", "N", "O", "O", "O", "C", "C", "O", "C", "O", "O", "H", "H", "H", "H", "Al", "C", "C", "O", "C", "O", "O", "F", "H", "H", "H", "Cl", "N", "C", "C", "C", "C", "C", "H", "H", "H", "H", "H", "O", "S", "O", "O", "O", "Li"], "coordinates": [[1.01308, -2.94935, -0.39839], [1.29516, -1.30012, 0.48268], [-0.35741, -0.44658, 0.40827], [1.81950, -1.65743, 2.29075], [2.59956, -0.38614, -0.21223], [2.23659, 0.64406, -0.99912], [2.42263, 0.57319, -2.14399], [1.70843, 1.75694, -0.46322], [2.68419, 2.80485, -0.28739], [2.76939, 3.10547, 1.21903], [1.53841, 3.92516, 1.70722], [0.76745, 3.17806, 3.20266], [1.92279, -3.56170, -0.48862], [0.51197, -2.75401, -1.35102], [0.28169, -3.49439, 0.21855], [-1.06961, -1.21605, 0.81136], [-0.53192, -0.26043, -0.65932], [-0.34463, 0.50758, 0.95138], [2.22786, -2.68117, 2.34065], [0.94103, -1.53904, 2.93262], [2.63260, -0.99928, 2.63727], [3.65394, 2.44005, -0.64497], [2.32610, 3.69346, -0.81354], [2.79902, 2.16371, 1.77711], [3.67366, 3.68985, 1.43635], [0.74546, 3.98045, 0.95547], [1.87185, 4.93509, 1.95325], [0.42508, 1.94429, 2.74595], [-2.35560, -2.45632, 0.14713], [5.43214, -0.11737, 0.30397], [6.06285, -1.43426, 0.65925], [6.64598, -1.48244, 2.00875], [7.00914, -0.44310, 2.82756], [7.51375, -0.99488, 3.96186], [7.44977, -2.36109, 3.80356], [6.91857, -2.62528, 2.61205], [7.89299, -3.36864, 4.76642], [6.15242, 0.70407, 0.26705], [4.97110, -0.20121, -0.67709], [4.66042, 0.13145, 1.03161], [6.84790, -1.69855, -0.05217], [5.29649, -2.21103, 0.61830], [6.86672, 0.57632, 2.51791], [7.91447, -0.57691, 4.86795], [6.72435, -3.59988, 2.18702], [8.65885, -3.99075, 4.30704], [7.04459, -3.98425, 5.05938], [8.30589, -2.88128, 5.64418], [4.16477, -4.78926, 2.46871], [3.96044, -3.68230, 2.00388], [3.30854, -5.34141, 3.17286], [5.26584, -5.37854, 2.21305], [-2.73442, 3.89371, 1.84666], [-2.30467, 3.26808, 0.54348], [-3.24758, 2.21534, 0.37772], [-4.35924, 2.54030, 1.07974], [-5.39187, 1.96369, 1.01969], [-4.13276, 3.62824, 1.87546], [-2.54449, 4.96604, 1.88225], [-2.26542, 3.42111, 2.71513], [-2.39329, 3.96981, -0.31519], [-1.28671, 2.87552, 0.57774], [6.96890, -5.98976, 1.11705], [-5.31836, -2.24303, -2.09962], [-6.59749, -2.97619, -2.39182], [-6.13765, -4.19632, -2.94619], [-4.90614, -4.42511, -2.38587], [-4.35140, -5.47747, -2.41657], [-4.42219, -3.31820, -1.79807], [-7.34969, -2.32910, -3.32145], [-4.94671, -1.69033, -2.96498], [-5.40570, -1.55949, -1.25799], [-7.21078, -3.18422, -1.51249], [-3.18852, 3.80136, -2.21196], [-4.88828, 0.66285, -5.25591], [-5.91358, 0.41284, -6.07212], [-6.82000, 1.37429, -6.48689], [-6.65689, 2.67159, -6.02569], [-5.60128, 2.95362, -5.17687], [-4.74789, 1.91952, -4.82454], [-6.00390, -0.61673, -6.40345], [-7.63288, 1.11381, -7.15210], [-7.34582, 3.45255, -6.32465], [-5.43921, 3.95152, -4.79275], [-3.90628, 2.09639, -4.16346], [-7.81139, 4.12188, 0.58846], [-7.68464, 4.23064, -0.86475], [-6.42475, 4.91923, -1.18081], [-8.79004, 5.01051, -1.42450], [-7.69412, 2.88858, -1.45221], [1.61088, -4.20664, 3.27053]], "forces_ev_per_angstrom": [[0.63, 0.37, 0.70], [-1.43, -0.35, -0.20], [1.55, 0.07, 0.40], [0.29, -0.18, -0.03], [-1.12, -0.19, 1.56], [-0.13, 0.04, 0.75], [0.80, -0.18, -3.59], [-0.03, -0.01, 1.24], [-0.01, -0.13, 1.09], [-0.47, 0.44, -0.33], [0.02, -1.05, 0.00], [0.14, 0.23, 0.22], [-0.17, 0.08, -0.32], [0.20, -0.22, 0.06], [-0.12, 0.20, -0.18], [-0.37, 0.28, -0.74], [-0.51, -0.06, 0.28], [-0.27, -0.16, -0.10], [-0.23, 0.57, -0.08], [0.05, 0.09, -0.04], [-0.32, -0.16, 0.06], [-0.14, 0.37, -0.27], [0.28, -0.24, -0.26], [0.21, 0.11, -0.18], [-0.05, -0.24, -0.07], [0.30, 0.06, -0.04], [-0.40, -0.11, 0.24], [0.20, 0.54, -0.29], [0.74, -0.06, 0.52], [0.26, 0.52, 0.32], [-0.19, -0.21, -0.71], [-0.08, -0.04, -0.09], [-0.07, 0.02, -0.10], [0.03, -0.23, 0.01], [0.08, -0.05, 0.06], [0.11, 0.10, 0.18], [-0.09, -0.15, -0.09], [0.08, -0.11, -0.02], [-0.07, -0.03, 0.06], [-0.11, 0.04, -0.16], [0.06, 0.06, 0.07], [0.09, 0.01, 0.10], [0.03, 0.04, 0.13], [-0.04, 0.18, -0.07], [-0.05, 0.31, 0.30], [0.04, 0.02, 0.08], [0.04, 0.02, 0.07], [-0.02, 0.06, -0.05], [-1.25, 0.91, -0.29], [0.82, -0.29, -0.13], [0.36, -0.30, 0.04], [1.28, -0.96, -0.17], [0.15, 0.13, 0.25], [0.46, 0.43, -0.12], [-0.04, 0.16, 0.43], [-0.04, -0.01, -0.28], [-0.09, -0.10, 0.12], [0.09, -0.16, -0.11], [-0.19, 0.01, 0.02], [-0.03, 0.01, 0.01], [0.06, -0.47, 0.61], [-0.10, -0.26, -0.02], [-0.99, -0.03, 0.32], [0.30, 0.52, 0.42], [0.02, 0.16, -0.52], [0.03, -0.06, 0.46], [0.47, 0.10, 0.10], [-0.09, -0.10, -0.15], [-0.47, -0.38, -0.35], [-0.11, -0.11, 0.04], [-0.17, -0.05, -0.09], [0.23, -0.16, 0.10], [-0.13, 0.06, -0.10], [-0.49, 0.36, -0.84], [-0.19, 0.12, -0.12], [0.13, -0.10, 0.09], [0.00, 0.02, -0.01], [-0.05, 0.07, -0.03], [-0.08, 0.04, -0.08], [0.30, -0.28, 0.11], [-0.07, 0.01, -0.03], [0.00, -0.03, 0.02], [0.00, -0.01, 0.02], [0.05, -0.05, 0.09], [-0.11, 0.11, 0.03], [0.19, 0.50, -0.01], [-0.97, -0.14, 0.32], [0.81, -0.43, 0.07], [-0.15, -0.27, 0.03], [0.37, 0.30, -0.50], [-0.03, 0.06, -0.24]], "lowdin_charge": [-0.152, 0.509, -0.150, -0.163, -0.096, -0.704, 0.202, 0.000, -0.143, -0.234, -0.513, 0.694, 0.012, 0.055, 0.033, 0.023, 0.069, 0.013, -0.071, 0.043, 0.034, 0.124, 0.140, 0.077, 0.108, 0.059, 0.072, -0.149, -0.704, -0.064, -0.146, -0.019, 0.027, 0.019, -0.082, -0.057, 0.034, 0.091, 0.094, 0.079, 0.138, 0.115, 0.141, 0.141, 0.064, 0.103, 0.105, 0.105, -0.505, 0.032, -0.006, -0.309, -0.149, -0.238, 0.021, -0.564, 0.166, 0.053, 0.129, 0.095, -0.039, 0.098, 0.985, -0.042, -0.320, 0.115, -0.558, 0.146, 0.070, 0.062, 0.141, 0.148, 0.170, -0.050, 0.050, -0.174, -0.091, -0.088, -0.069, -0.160, 0.095, 0.092, 0.100, 0.097, 0.032, -0.182, 0.250, -0.146, -0.209, -0.143, 0.818]}

# 2
{"formula": "C3H10N4", "method": "wB97M-V/def2-TZVPD", "homo_ev": -8.4, "smiles": "[H]/N=C(/C)NN.C=N", "homo_lumo_gap_ev": 9.27, "lumo_energy_ev": 0.885, "charge": 0, "species": ["H", "N", "C", "C", "N", "N", "H", "H", "H", "H", "H", "H", "C", "N", "H", "H", "H"], "coordinates": [[0.45239, 2.02303, 1.83594], [0.74590, 1.05400, 1.95219], [0.71753, 0.38368, 0.84692], [1.51764, -0.88938, 0.79188], [0.17290, 0.99158, -0.36808], [0.83773, 0.80380, -1.60983], [0.87244, -1.73574, 0.54236], [2.31631, -1.01939, 0.05921], [1.91195, -1.18863, 1.76938], [-0.05554, 1.97511, -0.22013], [1.39616, -0.04984, -1.60419], [0.11621, 0.64906, -2.32248], [-1.82447, -0.37537, -0.25103], [-2.62292, -0.98759, -1.06207], [-0.76804, -0.93575, -0.18223], [-2.21928, 0.33421, 0.49206], [-3.56691, -1.03278, -0.66990]], "forces_ev_per_angstrom": [[-0.42, -0.15, -0.05], [-0.10, -1.03, -0.85], [1.38, 3.17, -0.46], [-0.92, -1.66, 0.01], [1.17, -0.11, 1.82], [-0.08, -0.15, -0.74], [-0.26, -0.07, -0.11], [0.04, 0.86, -0.03], [-0.08, 0.72, -0.13], [0.53, -0.35, -0.03], [-0.18, 0.31, 0.28], [0.17, -0.12, 0.34], [0.20, -3.90, -0.49], [0.89, -0.58, 1.47], [-2.66, 1.97, -0.36], [0.69, -0.33, 0.22], [-0.38, 1.42, -0.89]], "lowdin_charge": [0.040, 0.118, -0.463, -0.053, -0.153, 0.022, 0.066, 0.076, 0.087, 0.124, 0.063, 0.079, -0.175, -0.014, 0.080, 0.076, 0.027]}

# 3
{"formula": "H6N2Si", "method": "wB97M-V/def2-TZVPD", "homo_ev": -9.7, "homo_lumo_gap_ev": 9.27, "lumo_energy_ev": -0.463, "charge": 0, "species": ["N", "N", "Si", "H", "H", "H", "H", "H", "H"], "coordinates": [[1.21918, -1.06277, -0.41603], [-0.12859, 0.42970, -0.77754], [-0.80511, 0.45147, 0.76016], [1.56943, -0.73405, -1.28921], [0.42851, -1.69432, -0.44534], [0.33179, 1.14040, -1.29887], [0.25834, 0.66425, 1.83539], [-1.35083, -0.98788, 0.87566], [-1.52271, 1.79319, 0.75579]], "forces_ev_per_angstrom": [[-2.56, 3.86, 1.03], [1.80, -3.34, -0.31], [0.98, 0.38, 1.41], [0.27, -0.94, -1.24], [0.23, -0.51, -1.03], [0.71, 0.50, -0.02], [-0.73, -0.28, -0.25], [-0.20, 1.26, 0.23], [-0.50, -0.94, 0.16]], "lowdin_charge": [0.068, -0.205, 0.404, -0.014, -0.022, -0.005, -0.090, -0.059, -0.079]}

# 4
{"formula": "C4H4LiO2Pd", "method": "wB97M-V/def2-TZVPD", "homo_ev": [-16.7, -18.7], "s2": 3.79, "homo_lumo_gap_ev": [8.09, 6.84], "spin_multiplicity": 4, "lumo_energy_ev": [-8.570, -11.833], "charge": 2, "species": ["O", "C", "C", "H", "H", "H", "C", "C", "O", "Pd", "H", "Li"], "coordinates": [[-1.36127, 0.21077, -1.74295], [-0.97151, -0.18795, -0.57839], [-1.51502, 0.24865, 0.60652], [-0.66374, 0.19585, -2.41744], [-1.42871, -0.44025, 1.45551], [-2.39489, 0.90315, 0.55200], [1.02191, -1.17804, -0.65878], [1.59492, -0.34373, 0.09572], [1.50928, 0.56266, 1.00272], [0.03531, 1.28489, 1.08513], [1.14367, -1.77157, -1.55243], [3.03004, 0.51559, 2.15241]], "forces_ev_per_angstrom": [[0.34, 0.33, 0.78], [0.24, -0.74, -1.79], [-2.99, -1.82, 0.53], [-0.12, -0.32, -0.39], [-0.49, -0.07, -0.21], [-0.12, -0.27, 0.02], [0.10, 1.49, 0.44], [-0.15, -1.58, -1.50], [12.92, -5.88, 0.48], [-10.06, 9.03, 1.19], [-0.17, -0.15, 0.19], [0.50, -0.01, 0.27]], "lowdin_charge": [0.187, -0.176, -0.149, 0.170, 0.112, 0.128, 0.198, -0.239, -0.403, 1.156, 0.112, 0.904]}

| no. | total energy (eV) |
| --- | --- |
| 1 | -118534.922 |
| 2 | -9229.753 |
| 3 | -10951.406 |
| 4 | -11965.515 |